1.
Formula: C15H18N2O4S
Source: the OMol25 dataset
Level of theory: ωB97M-V/def2-TZVPD

2S+1: 1
DFT total energy in a.u.: -1391.09709
Charge: 0

XYZ file:
```
40
C15H18N2O4S, DFT ωB97M-V/def2-TZVPD
C 4.75 0.03 -3.92
C 3.63 -0.92 -3.54
H 3.88 -1.51 -2.66
H 3.38 -1.58 -4.38
O 2.45 -0.19 -3.17
C 1.68 0.26 -4.15
O 1.83 0.04 -5.32
C 0.52 1.09 -3.60
N 0.71 1.45 -2.21
C 1.74 2.28 -1.86
O 2.49 2.84 -2.61
S 1.77 2.41 -0.09
C 0.39 1.30 0.09
C -0.04 1.03 1.35
C -1.09 0.21 1.85
C -1.38 0.06 3.21
N -2.44 -0.78 3.32
C -2.84 -1.19 2.06
C -2.03 -0.59 1.14
H -2.08 -0.71 0.08
C -3.98 -2.12 1.87
H -4.91 -1.69 2.25
H -4.10 -2.31 0.81
H -3.80 -3.06 2.38
C -3.07 -1.22 4.53
H -2.94 -2.29 4.66
H -2.64 -0.71 5.39
H -4.14 -1.00 4.49
C -0.73 0.66 4.40
H -0.34 -0.12 5.07
H -1.43 1.28 4.96
H 0.11 1.29 4.10
H 0.53 1.54 2.12
C -0.05 0.85 -1.21
O -0.95 0.09 -1.49
H 0.42 1.99 -4.22
H -0.40 0.50 -3.65
H 5.66 -0.54 -4.11
H 4.49 0.58 -4.82
H 4.93 0.74 -3.12
```

2.
Formula: C4H7ClS
Source: the OMol25 dataset
Level of theory: ωB97M-V/def2-TZVPD

2S+1: 1
DFT total energy in a.u.: -1014.91629
Charge: 0

XYZ file:
```
13
C4H7ClS, DFT ωB97M-V/def2-TZVPD
C 0.43 1.57 0.51
C 0.12 0.59 -0.30
C -1.40 -1.17 0.96
C 1.22 -0.05 -1.23
S -1.61 -0.01 -0.42
Cl 0.67 0.20 -2.86
H -0.31 1.90 1.32
H 1.40 1.86 0.82
H -1.46 -2.04 0.37
H -2.12 -1.04 1.64
H -0.35 -1.07 1.26
H 2.18 0.41 -0.82
H 1.23 -1.15 -1.25
```

3.
Formula: C5H6O2
Source: the OMol25 dataset
Level of theory: ωB97M-V/def2-TZVPD

2S+1: 1
DFT total energy in a.u.: -344.44625
Charge: 0

XYZ file:
```
13
C5H6O2, DFT ωB97M-V/def2-TZVPD
C 1.73 0.49 0.13
C 0.61 -0.49 -0.17
O 0.29 -1.33 0.75
C -0.81 0.76 -0.68
O -0.48 1.57 -1.48
C -1.88 0.32 0.08
C -2.08 -0.60 0.95
H 2.68 -0.03 -0.05
H 1.69 0.80 1.18
H 1.70 1.37 -0.52
H 0.61 -0.88 -1.20
H -0.95 -1.17 1.03
H -2.92 -0.93 1.54
```

4.
Formula: C8H6F6NO3S
Source: the OMol25 dataset
Level of theory: ωB97M-V/def2-TZVPD

2S+1: 1
DFT total energy in a.u.: -1585.89983
Charge: +1

XYZ file:
```
25
C8H6F6NO3S, DFT ωB97M-V/def2-TZVPD
O 3.94 -1.88 0.77
C 4.02 -0.63 0.66
O 5.34 -0.09 0.68
C 2.69 0.32 0.56
F 2.12 0.31 1.88
F 3.16 1.62 0.25
C 1.74 -0.35 -0.55
F 2.59 -0.87 -1.60
F 1.12 -1.48 0.04
C 0.72 0.65 -1.27
F 1.35 1.73 -1.97
F 0.06 -0.12 -2.30
C -0.39 1.30 -0.31
O -0.13 2.43 0.18
C -1.80 0.66 0.05
N -2.01 -0.66 0.15
C -3.42 -0.99 0.55
C -4.49 0.11 0.01
S -3.39 1.59 0.39
H 5.44 0.59 -0.04
H -1.33 -1.43 0.00
H -3.39 -0.72 1.68
H -3.74 -2.09 0.58
H -5.41 0.01 0.71
H -4.80 0.00 -1.10
```

5.
Formula: C12H18FeO6
Source: the OMol25 dataset
Level of theory: ωB97M-V/def2-TZVPD

2S+1: 6
DFT total energy in a.u.: -2182.93010
<S²>: 8.76
Charge: +1

XYZ file:
```
37
C12H18FeO6, DFT ωB97M-V/def2-TZVPD
Fe -0.43 -0.35 0.14
O -0.48 3.59 1.39
C -0.08 2.48 1.19
O -0.20 1.69 0.22
C 0.85 1.87 2.41
C 1.99 1.04 1.81
C 3.00 0.78 2.93
C 2.28 -0.30 3.76
C 0.95 -0.42 3.00
O 1.36 -0.24 1.62
C 0.13 0.85 3.26
C -1.42 0.63 2.78
O -2.24 1.27 3.37
O -1.51 -0.22 1.83
H 1.16 2.76 2.96
H 2.39 1.41 0.87
H 3.21 1.68 3.50
H 3.94 0.42 2.51
H 2.13 -0.03 4.80
H 2.81 -1.25 3.71
H 0.42 -1.36 3.11
H 0.05 1.13 4.30
C -1.79 -2.14 -1.64
C -0.42 -2.78 -1.74
O 0.40 -2.17 -0.73
C 1.77 -2.63 -0.67
C 2.67 -1.86 -1.62
H -2.49 -2.67 -2.30
H -1.76 -1.09 -1.96
H -2.17 -2.22 -0.62
H 0.02 -2.61 -2.73
H -0.47 -3.85 -1.56
H 1.79 -3.70 -0.87
H 2.08 -2.46 0.37
H 2.39 -2.02 -2.66
H 3.70 -2.20 -1.49
H 2.63 -0.79 -1.40
```

6.
Formula: C50H136N6O28
Source: the OMol25 dataset
Level of theory: ωB97M-V/def2-TZVPD

2S+1: 1
DFT total energy in a.u.: -4421.37608
Charge: 0

XYZ file:
```
220
C50H136N6O28, DFT ωB97M-V/def2-TZVPD
C 1.65 5.58 2.18
O 1.84 4.62 1.20
C 2.90 4.91 0.24
C 3.52 3.75 -0.57
N 2.58 3.23 -1.55
C 3.00 2.15 -2.44
C 1.73 1.52 -3.15
O 0.81 0.90 -2.24
C -0.28 0.39 -2.96
H 0.73 5.39 2.74
H 1.47 6.51 1.63
H 2.48 5.68 2.88
H 3.73 5.18 0.89
H 2.58 5.71 -0.43
H 3.83 2.93 0.08
H 4.37 4.20 -1.07
H 1.72 3.02 -1.07
H 3.34 1.31 -1.83
H 3.72 2.38 -3.22
H 2.06 0.76 -3.86
H 1.23 2.33 -3.67
H -0.81 1.22 -3.42
H -0.87 -0.24 -2.30
H 0.13 -0.13 -3.83
C -1.88 -4.00 0.80
O -3.11 -4.01 1.39
C -3.56 -2.82 1.96
C -4.72 -3.21 2.89
N -5.70 -2.06 3.01
C -6.84 -2.41 3.86
C -8.03 -1.44 3.69
O -7.76 -0.18 4.22
C -8.94 0.64 4.04
H -1.70 -4.95 0.30
H -1.00 -3.88 1.44
H -1.83 -3.29 -0.03
H -3.94 -2.04 1.29
H -2.79 -2.33 2.55
H -4.42 -3.41 3.92
H -5.11 -4.15 2.49
H -5.19 -1.21 3.23
H -6.64 -2.60 4.91
H -7.21 -3.39 3.58
H -8.92 -1.88 4.16
H -8.29 -1.41 2.64
H -8.75 1.71 4.11
H -9.67 0.36 4.80
H -9.37 0.54 3.05
C -0.28 2.83 -6.41
O 0.00 4.22 -6.34
C -1.11 5.02 -5.89
C -1.27 5.00 -4.34
N -0.50 6.09 -3.76
C -0.49 5.93 -2.28
C 0.45 6.83 -1.53
O 0.18 8.20 -1.49
C -0.82 8.64 -0.59
H -1.09 2.35 -5.85
H 0.69 2.36 -6.24
H -0.49 2.76 -7.48
H -1.99 4.68 -6.44
H -0.92 6.02 -6.29
H -0.80 4.06 -4.04
H -2.31 5.02 -4.04
H 0.44 5.85 -4.06
H -0.30 4.90 -1.99
H -1.51 6.13 -1.95
H 1.42 6.79 -2.03
H 0.48 6.51 -0.49
H -0.63 8.36 0.45
H -1.78 8.16 -0.79
H -1.06 9.70 -0.69
C 1.65 -2.58 -3.08
O 2.41 -3.70 -3.37
C 1.64 -4.90 -3.25
C 2.56 -6.02 -3.77
N 3.68 -6.17 -2.83
C 4.82 -6.90 -3.36
C 6.16 -6.96 -2.50
O 7.11 -6.05 -3.02
C 8.36 -6.31 -2.49
H 2.19 -1.63 -3.15
H 1.13 -2.54 -2.13
H 0.87 -2.48 -3.84
H 0.83 -4.92 -3.97
H 1.31 -5.18 -2.25
H 2.94 -5.79 -4.76
H 1.98 -6.93 -3.94
H 3.91 -5.21 -2.63
H 5.07 -6.33 -4.25
H 4.54 -7.90 -3.70
H 6.51 -7.99 -2.60
H 5.91 -6.72 -1.47
H 9.20 -5.77 -2.91
H 8.54 -7.38 -2.53
H 8.52 -6.05 -1.44
C 3.32 2.70 3.69
O 2.09 2.00 3.51
C 2.21 0.71 3.04
C 2.49 -0.41 4.01
N 1.39 -0.94 4.82
C 0.36 -1.59 4.09
C -0.55 -2.38 5.04
O 0.06 -3.51 5.54
C 0.12 -4.60 4.66
H 3.95 2.16 4.40
H 3.18 3.74 3.98
H 3.73 2.74 2.67
H 2.85 0.66 2.15
H 1.23 0.53 2.59
H 3.33 -0.26 4.68
H 2.81 -1.21 3.35
H 1.77 -1.57 5.52
H 0.88 -2.19 3.35
H -0.16 -0.81 3.53
H -1.49 -2.61 4.55
H -0.86 -1.80 5.90
H -0.87 -5.02 4.49
H 0.57 -5.51 5.06
H 0.52 -4.18 3.73
C -5.80 -2.95 -3.90
O -5.39 -1.71 -3.28
C -4.91 -1.86 -1.95
C -4.27 -0.51 -1.43
N -5.28 0.45 -1.07
C -5.95 0.18 0.17
C -7.13 1.21 0.63
O -6.69 2.51 1.11
C -7.73 3.34 1.57
H -5.26 -3.79 -3.46
H -5.69 -2.91 -4.99
H -6.84 -3.12 -3.62
H -4.17 -2.66 -1.84
H -5.76 -2.22 -1.36
H -3.55 -0.11 -2.14
H -3.72 -0.72 -0.52
H -5.95 0.28 -1.80
H -5.28 -0.08 0.99
H -6.56 -0.73 0.10
H -7.84 0.80 1.35
H -7.81 1.32 -0.22
H -7.30 4.25 2.01
H -8.32 2.85 2.35
H -8.33 3.75 0.76
C -2.18 1.77 0.33
C -1.33 3.05 0.72
O 0.00 2.77 0.44
O -1.97 0.51 1.10
H -2.02 1.47 -0.71
H -3.24 1.96 0.45
H -1.36 3.08 1.81
H -1.80 3.91 0.25
H 0.56 3.41 0.89
H -1.14 0.12 0.81
C -2.30 -2.35 -4.88
C -1.64 -2.34 -6.31
O -0.92 -3.54 -6.63
O -2.80 -1.10 -4.37
H -1.45 -2.60 -4.25
H -3.14 -3.05 -4.91
H -1.01 -1.46 -6.42
H -2.45 -2.14 -7.01
H -1.53 -4.26 -6.48
H -3.68 -1.24 -4.01
C -4.85 2.33 4.27
C -3.60 1.47 4.11
O -3.75 0.37 3.20
O -4.94 3.20 3.16
H -4.92 2.85 5.22
H -5.73 1.69 4.22
H -3.42 0.94 5.04
H -2.69 2.04 3.91
H -3.19 0.56 2.44
H -5.53 2.82 2.50
C 4.65 -3.73 0.68
C 6.13 -4.14 0.54
O 6.35 -5.48 0.95
O 4.31 -2.37 0.33
H 4.26 -3.99 1.66
H 4.06 -4.39 0.04
H 6.84 -3.53 1.11
H 6.56 -3.93 -0.44
H 6.17 -5.62 1.89
H 4.78 -2.06 -0.45
C 6.45 0.12 -3.62
C 5.39 -0.34 -2.61
O 5.79 -1.59 -2.05
O 7.72 0.50 -3.18
H 6.07 1.03 -4.09
H 6.60 -0.65 -4.37
H 4.46 -0.38 -3.19
H 5.27 0.39 -1.81
H 5.92 -2.18 -2.81
H 8.22 -0.26 -2.89
C -0.20 1.94 6.97
C 0.19 3.31 6.27
O 0.05 3.37 4.84
O 0.84 0.92 6.87
H -1.13 1.52 6.58
H -0.41 2.19 8.01
H 1.24 3.49 6.48
H -0.37 4.13 6.71
H 0.62 2.68 4.48
H 0.71 0.35 6.11
C 6.94 0.20 0.77
C 5.76 1.15 0.95
O 6.26 2.09 1.82
O 7.83 0.68 -0.25
H 6.55 -0.76 0.42
H 7.56 -0.07 1.62
H 5.01 0.60 1.51
H 5.36 1.54 0.01
H 6.62 2.80 1.29
H 7.67 0.37 -1.15
O 0.66 -0.07 0.18
H 0.79 -0.07 -0.76
H 0.62 0.86 0.42
O 1.56 -2.60 1.09
H 1.15 -1.80 0.74
H 2.48 -2.52 0.85
```